The following is a quantum chemistry calculation of C4H9NO2 in the gas phase, from OMol25.

- Max |F|: 0.81 eV/Å
- Relative energy (zero: lowest compared OMol25 entry of this formula, charge and spin): 1.817 eV
- Energy: -9878.2434 eV
- SMILES: CNCC(=O)OC

Geometry as ORCA input:
```
! RIJCOSX wB97M-V def2-TZVPD def2/J DEFGRID3
* xyz 0 1
C -1.7520 0.8999 -0.2038
N -1.2971 -0.4778 -0.0982
C -0.6241 -0.7500 1.1859
C 0.8304 -0.8203 0.7939
O 1.4921 -1.8209 0.6867
O 1.2170 0.3897 0.2993
C 1.9307 0.2937 -0.9279
H -2.6492 1.0363 0.4086
H -2.0255 1.0929 -1.2436
H -1.0021 1.6417 0.1162
H -0.6544 -0.6621 -0.8799
H -0.9482 -1.6933 1.6388
H -0.8021 0.0597 1.9100
H 2.3599 1.2801 -1.1156
H 1.2166 -0.0070 -1.7301
H 2.7081 -0.4626 -0.8403
*
```